Record 1
C46H120N16O12 | ωB97M-V with the def2-TZVPD basis set

Geometry as XYZ:
```
194
Properties=species:S:1:pos:R:3:forces:R:3
O 2.0685 -2.4905 4.7471 0.87 0.11 0.22
O -2.4179 6.0477 5.0513 -0.61 0.22 0.02
O -1.4334 3.8612 0.5313 -0.50 -0.13 -1.40
O 2.8366 5.1142 0.1742 0.20 0.74 -0.43
O -0.6544 -4.1322 4.0592 -0.97 -0.08 0.31
O 2.2301 -1.3886 -4.4292 -0.41 0.88 0.19
O -1.4568 -6.0502 -3.3122 0.47 0.81 0.41
O -3.9882 -1.2731 -6.0389 -0.16 -0.43 0.06
O 5.8071 0.7943 -2.4512 -0.49 0.54 -1.17
O -4.7997 -3.8602 2.7875 0.62 -0.33 0.31
O -7.1470 1.9608 -0.4878 0.00 0.69 0.14
O -0.1882 1.4931 -0.7261 -0.33 -0.26 0.46
N -0.3463 0.1336 -0.3317 -0.43 -0.28 -1.35
N -7.2002 4.2413 -0.6245 -1.41 1.01 -0.69
N 3.0414 -1.5666 4.2474 -1.12 -0.03 -1.87
N 1.3949 0.4848 -3.3027 -0.65 2.76 -2.05
N -2.7787 3.7547 -1.3424 1.19 -1.17 -0.54
N -0.9824 6.1157 2.6659 -0.38 -0.40 -0.84
N -7.2027 -4.6709 1.7090 1.16 -0.23 -0.47
N -5.3641 3.1981 0.1460 0.49 0.15 0.07
N 6.9025 2.5009 -4.4746 1.37 -0.36 1.46
N 1.7877 -1.3225 -2.1908 -0.10 -0.90 0.05
N 5.4420 5.3183 1.0812 -0.33 0.31 0.00
N -0.6840 -4.9366 -6.7817 -0.72 0.39 0.13
N 0.2710 -5.8436 3.0360 0.03 -1.25 -0.25
N -1.9189 -5.2804 2.5610 -0.66 -0.44 -0.26
N -0.3773 -1.9194 -6.0442 0.54 -0.47 -0.37
N -3.0243 5.4153 0.1547 -0.87 0.76 -0.19
C 5.0064 -3.0488 4.5104 -0.51 -1.03 -1.77
C -5.3035 -3.1389 1.6881 0.09 0.41 -0.75
C 1.8394 0.1868 5.5105 -0.08 -1.50 0.54
C -1.0649 -2.3107 0.8425 -0.32 0.82 -0.08
C -2.6200 7.0065 6.0687 0.35 -0.01 0.24
C 4.1240 -0.5480 6.2915 -0.35 0.45 1.06
C 4.9717 1.3679 -3.4730 -0.75 1.59 1.03
C 1.6643 4.9784 -0.5837 -0.96 0.02 -0.25
C 3.8222 0.6892 4.1179 0.51 -0.34 -2.37
C 0.3368 4.1853 3.3980 -0.38 -0.96 -0.68
C 5.2141 -0.2090 -1.6692 0.37 -0.19 0.90
C -6.0873 -4.1250 0.8454 -3.54 -0.67 0.49
C -1.6900 -0.3643 -0.7550 1.25 0.18 0.15
C 4.8485 -1.1331 2.7212 1.41 -0.62 -0.45
C 5.5494 2.7187 -3.9373 0.72 -1.84 -2.34
C -0.9720 4.9262 3.5183 -0.09 1.22 1.89
C -2.7412 -1.7876 -6.5040 -1.32 -0.20 -0.39
C 4.0561 3.9302 2.5946 0.31 -0.04 -0.50
C -0.4356 -5.5448 -5.4509 1.33 0.88 -1.19
C 0.8284 -4.9358 -4.8648 0.88 -0.25 1.60
C -1.4485 0.2098 -5.6292 -0.08 0.04 1.12
C -6.8798 -3.5407 -0.3413 2.60 0.31 -0.78
C -0.4280 0.6602 2.1399 -0.63 -0.55 0.25
C 3.6449 -3.2032 2.4088 -1.12 -0.44 0.19
C 4.7793 3.2542 -5.1598 -1.24 0.07 0.78
C 3.6578 3.9678 0.1139 0.51 0.03 1.14
C 5.1174 0.1532 3.4347 -0.73 0.75 2.16
C 0.2541 -1.6521 1.2367 -1.74 -0.06 0.29
C -1.5755 -1.8735 -0.5249 -0.79 -1.06 0.35
C 1.7950 -0.8035 -3.4384 0.96 -0.96 0.84
C -2.3169 4.3113 -0.2116 0.31 0.79 2.24
C 3.2206 -0.3663 5.0645 0.32 1.21 -0.78
C 1.6784 0.3058 0.8873 1.34 1.04 0.25
C -2.8818 0.2852 -0.0429 -1.09 -0.95 0.53
C -2.2770 -5.5809 -2.2772 -0.76 0.46 0.65
C -6.6097 3.0550 -0.3538 0.43 -2.18 0.36
C -4.2251 -3.0850 3.8465 -0.98 0.48 -0.79
C -1.6282 -5.3259 -4.5572 -0.75 -1.90 0.35
C -1.1888 5.4054 5.0053 1.68 -0.92 -1.05
C -1.6187 -1.3180 -5.6090 0.31 0.61 -0.71
C 0.2272 -0.1263 1.0079 1.35 0.24 -0.96
C -4.9870 -1.3528 -7.0586 0.68 1.09 0.55
C -1.8718 -0.2015 -2.2626 0.30 -0.46 -0.27
C 4.1342 -2.2494 3.4987 -0.05 1.54 1.38
C 4.7380 4.0481 1.2366 -1.22 0.32 -0.51
C -0.8277 -5.0943 3.3129 1.25 2.38 0.03
H 0.8584 -5.8960 3.8545 0.28 -0.30 -0.28
H 1.1395 -5.4251 -3.9332 -0.11 -0.44 -0.13
H -1.9276 6.4716 2.5614 -0.05 0.20 0.76
H -4.5575 -2.5771 1.1076 0.67 -0.47 0.05
H -5.9357 -1.1110 -6.5846 -0.05 -0.12 -0.08
H -7.8857 -3.9351 1.8354 0.03 -0.03 0.59
H -4.9609 4.1128 0.1808 0.18 -0.07 0.47
H -1.7812 -1.6852 -4.5947 -0.33 0.18 0.00
H 1.0211 -2.2049 0.6940 0.39 0.55 0.00
H 5.7523 -0.0040 4.3119 0.73 -0.08 -0.48
H 0.3149 -1.8584 2.3081 0.67 0.17 0.04
H 1.4940 -0.6052 6.1799 -0.49 0.44 0.29
H -3.4459 -2.4634 3.4016 0.27 0.09 0.48
H 4.3859 -0.9192 1.7548 -0.52 -0.12 0.19
H -1.1663 -0.8113 -2.8306 0.29 0.00 0.33
H -4.8077 2.4022 0.3989 -0.12 -0.02 -0.13
H 0.2017 0.8235 3.0126 0.31 -0.46 -0.12
H 2.2063 0.2324 -0.0661 -0.58 -0.71 -0.30
H 4.3237 -3.6080 5.1508 0.02 0.36 0.37
H 1.0751 0.2619 4.7399 0.40 -0.23 -0.44
H 4.2069 0.4236 6.7881 -0.20 0.01 0.12
H -2.3155 0.7433 -5.2351 -0.10 0.01 -0.23
H -1.2825 0.0507 2.4428 -0.22 0.47 0.38
H -2.7040 6.0960 0.8194 0.22 -0.41 0.19
H -2.8717 -2.8724 -6.5820 0.59 -0.16 0.33
H -2.3372 8.0259 5.7887 0.14 -0.07 -0.42
H -1.8811 -2.0146 1.5102 0.26 -0.23 0.54
H 3.1723 0.8512 3.2509 -0.67 -0.31 0.30
H -2.4329 -4.4990 -2.3207 0.36 0.18 0.00
H -0.9085 -3.3862 0.9206 -0.41 -0.06 -0.16
H 0.1205 -6.6680 2.4729 0.42 -0.19 0.31
H 2.1491 -2.2423 -2.0116 -0.32 -0.03 0.02
H 5.7943 -2.5457 5.0593 -0.09 0.15 -0.12
H 4.2041 -0.0093 -1.2971 -0.25 0.24 -0.67
H -2.6542 -4.5933 2.5942 -0.18 -0.23 0.03
H -0.8266 1.9835 -0.1808 0.22 0.56 0.11
H -6.6574 4.9263 -1.1237 -0.02 0.10 0.08
H -2.0106 6.7634 6.9420 -0.28 -0.11 0.22
H -3.7595 5.7331 -0.4517 0.17 0.29 -0.10
H -5.0435 -2.3025 -7.5926 0.14 -0.18 0.21
H 5.5240 3.3890 -3.0801 0.42 0.32 -0.24
H 0.7618 -3.9096 -4.5100 -0.51 0.34 -0.49
H 4.0331 1.6847 -3.0013 -0.37 -0.63 0.05
H 2.2924 -0.2373 1.6076 -0.13 0.16 0.21
H 4.1884 3.8852 -0.8375 -0.32 -0.07 -0.27
H 2.9981 -2.7189 1.6744 0.03 0.28 0.14
H 1.1674 5.9146 -0.8543 0.60 0.53 0.58
H 4.4555 -3.6585 1.8402 0.28 0.20 0.23
H -6.7065 -4.9400 2.5512 -0.83 0.16 0.52
H 3.3942 4.7794 2.7688 -0.06 -0.04 -0.12
H -2.0334 -6.1166 2.0171 -0.20 0.11 -0.02
H 0.0622 -5.1505 -7.4312 0.07 -0.41 0.15
H 0.1705 3.1982 3.8395 0.60 0.26 0.90
H 3.0555 -4.0320 2.8121 0.11 -0.07 0.13
H 5.3732 3.1791 1.0476 0.31 0.13 0.16
H -1.9100 -5.8296 -1.2784 0.76 0.00 -0.25
H -3.3039 -5.9646 -2.1959 -0.06 -0.46 -0.90
H -6.1411 -3.3771 -1.1369 -0.12 0.15 -0.20
H 1.8275 1.1529 6.0129 0.64 -0.08 0.16
H -3.6817 7.0298 6.3078 0.04 -0.18 0.15
H 4.5046 2.5338 -5.9356 0.24 -0.62 0.43
H -0.6162 0.4173 -4.9518 -0.06 0.11 0.04
H 6.9447 1.7159 -5.1216 -0.81 0.29 -0.54
H -7.5751 -4.2567 -0.7679 -0.33 0.12 0.45
H 3.4731 3.0088 2.5602 0.02 -0.03 0.65
H -2.6337 -1.4673 -7.5496 0.54 0.30 0.02
H 1.7045 -4.9746 -5.5126 -0.23 -0.11 -0.31
H 4.6695 5.9790 1.0030 0.20 0.25 -0.40
H -3.4060 4.2579 -1.9398 0.15 -0.04 -0.26
H -2.0593 3.1631 -1.7406 -0.54 -0.20 -0.47
H -2.4987 -5.8608 -4.9445 -0.21 0.76 -0.81
H 5.1613 -0.8656 6.2062 -0.15 -0.17 -0.73
H -3.8053 -0.2338 -0.3266 0.14 -0.25 -0.32
H -4.7127 -0.5486 -7.7480 -0.44 -0.15 -0.49
H 1.8051 4.5398 -1.5770 0.34 -0.55 0.20
H -1.8241 4.2394 3.4807 -0.08 -0.06 -1.09
H 5.5371 0.9281 2.7936 0.17 -0.15 -0.06
H 0.6530 0.8344 -2.7120 0.23 -0.70 0.71
H -0.9946 -2.3648 -1.3074 0.12 0.34 -0.17
H 4.8347 3.9537 3.3588 -0.22 -0.38 0.26
H 7.4191 2.0337 -3.7259 0.28 0.59 0.24
H -1.8152 -4.2573 -4.4307 -0.03 0.04 0.27
H 5.7872 -0.2432 -0.7380 0.29 -0.18 -0.16
H 3.8242 3.6152 -4.7642 -0.05 0.48 -0.46
H -1.1354 0.6321 -6.5849 -0.32 -0.33 -0.27
H -2.8725 0.1159 1.0350 0.30 0.39 0.05
H -8.1208 4.0959 -1.0179 0.11 0.18 -0.07
H 5.2687 -1.1930 -2.1413 -0.21 0.02 -0.12
H 1.1877 4.7739 3.7362 -0.03 -0.27 0.41
H 1.2698 -0.7609 -1.5333 0.01 -0.54 0.76
H -0.7806 5.8059 1.7184 0.47 -0.10 0.07
H 1.4481 1.1096 -4.0947 0.25 -0.53 -0.34
H -3.1627 1.3122 -0.2765 0.84 0.23 -0.05
H 0.9086 4.4410 -0.0024 0.07 -0.44 -0.24
H -3.8749 -3.7209 4.6549 0.26 -0.23 -0.36
H -5.6270 -5.0768 0.5772 0.99 0.56 -0.29
H 5.3167 4.0012 -5.7402 0.09 0.39 0.62
H -0.7360 1.6741 1.8772 -0.20 -0.13 -0.39
H -0.6293 -3.9142 -6.6984 -0.11 -0.30 0.23
H 5.8058 -1.5817 2.4275 0.14 0.07 -0.03
H 1.6916 -2.8054 3.9180 -0.58 -0.06 0.27
H 3.9465 1.7244 4.4370 0.22 -0.33 1.04
H -0.2383 -6.5983 -5.6548 -0.33 -0.15 0.38
H 4.7326 0.7838 -4.3641 0.36 -0.70 0.25
H -5.9754 -2.3180 1.9695 -0.34 -0.25 0.47
H -1.7475 0.8020 -2.6679 -0.46 0.15 0.28
H 3.6578 -1.2327 7.0037 -0.06 -0.02 -0.02
H -2.8356 -0.6522 -2.5060 -0.21 0.46 -0.17
H 5.8541 5.6136 1.9613 0.34 -0.38 0.03
H 0.3503 -1.7995 -5.3466 0.06 -0.11 0.03
H -0.0107 -1.4264 -6.8526 -0.12 -0.05 -0.12
H 5.3866 -3.8326 3.8477 0.91 -0.06 0.50
H 0.5800 3.8333 2.3900 -0.25 0.66 -0.36
H -2.5907 -2.2810 -0.5878 -0.03 -0.08 -0.34
H -0.3431 5.9860 5.3907 -0.14 0.64 -0.40
H 3.0105 3.1151 0.3398 0.25 -0.38 -0.40
H -5.0190 -2.4582 4.2625 0.13 0.27 0.04
H -7.2628 -2.5391 -0.1470 -0.51 -0.24 0.24
H -1.0810 4.4745 5.5801 -0.84 -0.04 0.40
H 1.8103 1.3819 1.0404 -0.25 -0.01 0.56
```
Positions in Å, forces in eV/Å.

Computed properties:
- Structure (SMILES): CC1(C)CCCC(C)(C)N1O.CC1(C)CCCC(C)(C)N1O.COC[C@H](C)N.COC[C@H](C)N.COC[C@H](C)N.COC[C@H](C)N.COC[C@H](C)N.COC[C@H](C)N.NC(N)=O.NC(N)=O.NC(N)=O.NC(N)=O
- Spin multiplicity: 1
- Total charge: 0
- E: -98055.6329 eV
- Energy relative to the best compared isomer or geometry (same formula, charge and spin): 91.0 kcal per mole
- Maximum force: 3.633 eV/A
- Orbital gap: 0.2673 Ha


Record 2
C46H26Cl5CsF5O2S2Se | ωB97M-V with the def2-TZVPD basis set

Geometry as XYZ:
```
88
Properties=species:S:1:pos:R:3:forces:R:3
Cs 0.5110 4.3343 -0.5791 -0.09 0.02 0.12
Se -2.0058 1.7908 -1.6824 -0.06 -0.07 0.41
Cl 0.4417 10.5010 3.1120 0.02 0.69 0.32
Cl 0.8617 12.0293 0.3684 0.10 -0.05 0.08
Cl 1.3566 10.3459 -2.2703 -0.44 -0.12 0.88
Cl -0.1954 7.5498 3.0117 -0.68 -1.17 2.32
Cl 1.5013 7.3193 -2.0846 -0.57 -0.36 0.21
S 1.7306 0.7986 1.4332 -0.19 -0.93 0.73
S 1.4329 -0.9558 -1.7310 -0.69 -1.56 0.09
F -3.0524 0.0311 -3.9937 0.20 -0.60 -0.09
F -2.3290 0.0029 -6.5463 0.18 0.57 0.14
F -0.9051 4.5552 -6.0103 -0.03 -0.35 0.23
F -1.3188 2.4310 -7.7000 -0.14 -0.27 0.24
F -1.1319 4.1833 -3.3043 0.39 0.45 -0.30
O 2.7127 -1.0838 -2.4639 0.70 0.34 0.13
O 1.6116 2.2452 1.7512 0.29 0.56 -0.14
C -0.3523 -1.0257 0.8800 0.01 1.86 1.11
C -3.5606 -2.7716 -0.0058 1.64 0.78 0.83
C -1.9777 1.0578 -5.7618 0.38 1.42 -2.78
C 1.1017 0.1900 4.0509 1.62 -1.67 0.75
C 2.3047 -1.4257 5.4451 1.21 -0.56 -0.46
C 0.2977 8.3141 1.6202 0.19 -1.50 -2.71
C -1.5092 2.2929 -6.3809 -0.47 -1.27 1.85
C 0.7568 8.1585 -0.6616 1.11 0.80 0.14
C -1.3774 3.1501 -4.1294 -0.61 -0.16 0.01
C -1.2781 3.3603 -5.5118 0.20 -0.60 -0.10
C 0.7110 -2.0351 0.7867 1.38 -1.74 -0.52
C -0.9689 1.2687 1.5540 2.22 0.08 -0.61
C -1.7543 -1.3036 0.7432 0.29 0.53 0.00
C 0.1714 -2.9488 3.0761 1.48 -1.21 0.54
C 1.5657 -2.1630 -0.3007 -0.39 1.16 0.23
C 1.2882 -0.5380 5.2685 -1.17 1.59 -2.00
C 0.2668 -3.8669 -4.2605 -0.23 0.02 -0.45
C -2.7073 -0.2694 0.9489 1.19 1.07 0.19
C -4.0427 -0.4830 0.6810 -0.44 -1.69 -0.63
C 2.2375 -4.8109 2.8608 -0.12 0.36 0.39
C -2.2712 1.0391 1.3260 -0.54 -0.63 0.49
C 2.3921 -2.1963 6.7300 1.32 1.51 1.04
C 0.9516 -2.9606 1.8952 -0.11 -0.35 -0.44
C 0.3391 -2.0582 -2.7121 0.13 0.74 0.80
C 1.9975 -3.9236 1.7979 0.11 0.39 -1.15
C 0.9618 -3.0759 -3.4086 1.41 0.53 0.50
C 2.8455 -3.9722 0.6065 -0.89 0.37 2.21
C -2.2372 0.9972 -4.4369 -0.62 0.24 0.90
C 3.1230 -0.9001 3.2127 -1.12 0.58 0.49
C -1.6664 -4.1224 -5.7672 -1.74 -0.42 0.97
C 0.4708 -3.7793 4.1583 0.29 0.26 -2.18
C -0.0010 0.2600 1.3010 -0.78 -1.41 -0.67
C -1.6701 -2.5432 -3.8021 -1.47 0.22 -0.06
C -4.4441 -1.7000 0.1703 0.21 0.41 0.23
C 2.6679 -3.0648 -0.3671 -0.31 0.31 -0.83
C 0.5084 9.6531 1.6246 -0.03 0.62 0.08
C 0.4646 7.4712 0.4867 0.01 0.54 -0.14
C 3.2445 -1.5727 4.4017 0.39 -0.72 0.54
C 0.8801 9.5643 -0.7481 0.34 -0.21 -0.33
C -1.8742 1.9877 -3.5339 0.63 0.82 -0.67
C -2.2195 -2.5442 0.3317 -0.76 -2.23 -0.56
C -1.0150 -1.8057 -2.8215 0.26 0.62 -0.21
C 2.0437 -0.0523 3.0370 -1.50 1.16 -0.01
C 0.7601 10.2986 0.4235 -0.01 0.62 -0.95
C 1.5034 -4.7542 4.0132 -1.03 0.46 1.56
C -1.0392 -3.5126 -4.5510 -0.07 -0.73 -0.42
H 3.0918 -5.4462 2.7762 0.28 -0.62 -0.03
H 2.5796 -3.2333 6.6065 0.34 -1.00 -0.42
H -5.4685 -1.7471 -0.0784 -1.03 -0.53 -0.33
H -0.6090 -2.2561 3.1268 -1.12 1.00 0.27
H -1.3133 -5.1439 -5.9389 -0.17 0.20 -0.09
H -3.0236 1.7990 1.4447 -0.08 0.27 -0.01
H 1.6327 -5.3856 4.9209 0.42 0.22 -1.07
H 1.4356 -2.1269 7.2524 0.29 0.24 0.29
H -4.7931 0.2620 0.8097 -0.15 0.68 0.11
H -0.4055 2.1838 1.7519 -1.16 0.38 0.33
H -2.7307 -2.3524 -4.0367 0.65 0.11 0.22
H 3.7952 -1.0231 2.4127 0.87 -0.32 -0.81
H 3.6654 -4.6574 0.6846 0.37 -0.31 -0.47
H 0.2367 0.8188 3.9136 0.03 0.14 -0.06
H -1.5113 -3.5139 -6.6197 0.72 0.56 -1.01
H -2.7786 -4.0816 -5.6965 0.62 -0.48 0.19
H -3.8329 -3.7647 -0.3285 -0.32 0.09 -0.13
H 0.5087 -0.4352 5.9885 -0.28 0.06 0.71
H 2.0474 -3.1375 -3.4163 -0.11 -0.11 0.48
H 3.2827 -1.7724 7.3610 -1.79 -0.73 -0.84
H 4.0821 -2.2770 4.4660 -0.36 0.19 0.35
H -1.5371 -3.4212 0.2866 -0.30 0.87 -0.15
H -1.4605 -0.9287 -2.3046 0.09 -0.80 -0.26
H 3.3213 -3.0054 -1.2416 -0.22 0.04 0.26
H 0.7780 -4.6657 -4.7758 -0.04 -0.05 -0.27
H -0.1035 -3.6501 5.0539 -0.11 -0.27 0.40
```
Positions in Å, forces in eV/Å.

Computed properties:
- Spin multiplicity: 1
- Total charge: -1
- E: -215982.7903 eV
- Energy relative to the best compared isomer or geometry (same formula, charge and spin): 5.1 kcal per mole
- Maximum force: 3.143 eV/A
- Orbital gap: 0.2309 Ha


> What is the E in the second record?

-215982.7903 eV


> The lowest orbital gap belongs to which entry?

C46H26Cl5CsF5O2S2Se